No. 1
DFT (wB97M-V/def2-TZVPD) results for a cluster of 7 separate species, C55H118N6O7 in total at a distorted geometry.

**LUMO energy (alpha / beta)**: 2.05 / 2.02 eV
**Spin multiplicity**: 2
**Highest occupied orbital energy (alpha / beta)**: 0.660 / -6.352 eV
**Total charge**: -1

Atoms and positions in Å:
C -2.1388 -7.2678 1.2184
O -2.2047 -8.4724 0.5598
H -2.7661 -6.4461 0.8728
H -2.3445 -7.3207 2.2875
H -1.1034 -6.9339 1.2861
H -2.5774 -9.0924 1.1909
C -3.6395 6.6731 -0.9189
C -2.4968 5.6144 -1.3484
C -2.7927 4.3265 -0.6886
C -2.1583 3.0348 -1.2948
C -2.5564 2.9104 -2.7462
C -2.2524 4.2258 -3.5664
N -2.5712 5.4430 -2.8232
O -2.2864 6.6475 -3.5013
C -0.7399 4.2350 -3.8973
C -3.1037 4.2425 -4.8504
C -1.1300 6.1679 -0.7788
H -3.6689 6.6560 0.1705
H -4.6324 6.3468 -1.2283
H -3.3939 7.6913 -1.2207
H -2.6494 4.3400 0.3918
H -3.8655 4.1721 -0.8038
H -2.3662 2.0974 -0.7789
H -1.0737 3.1407 -1.2746
H -3.6080 2.6512 -2.8686
H -2.0435 2.0761 -3.2247
H -0.2135 4.2362 -2.9428
H -0.5325 3.3279 -4.4650
H -0.4279 5.0784 -4.5132
H -2.9954 3.2171 -5.2039
H -4.1315 4.5294 -4.6280
H -2.7513 4.9008 -5.6445
H -0.7191 6.9627 -1.4013
H -0.2883 5.4976 -0.9531
H -1.1269 6.4201 0.2816
H -3.1410 6.8970 -3.8604
C -0.8406 2.2514 -7.1936
C 0.3488 1.2566 -7.4866
C 1.4287 1.3659 -6.2880
C 1.0995 0.5787 -5.0221
C 0.6487 -0.8220 -5.4553
C -0.4097 -1.0005 -6.6223
N -0.0286 -0.1764 -7.7266
O -0.9177 -0.4162 -8.7785
C -0.2600 -2.4426 -7.0303
C -1.8112 -0.7284 -6.0153
C 1.0595 1.8084 -8.7639
H -1.6047 2.0116 -7.9330
H -0.6208 3.2952 -7.4176
H -1.2194 2.1979 -6.1729
H 2.3488 0.9593 -6.7076
H 1.7235 2.3804 -6.0198
H 0.3311 0.9693 -4.3549
H 2.0311 0.4921 -4.4630
H 0.2585 -1.2657 -4.5394
H 1.4818 -1.5101 -5.5995
H 0.7573 -2.6801 -7.3416
H -0.3653 -3.1382 -6.1978
H -0.9782 -2.7105 -7.8053
H -2.1266 -1.6147 -5.4647
H -1.7535 -0.0189 -5.1898
H -2.5621 -0.4902 -6.7687
H 1.1680 2.8899 -8.8456
H 0.4275 1.5145 -9.6019
H 1.9431 1.2614 -9.0927
H -1.7858 -0.0788 -8.5459
C -2.6577 -0.4768 1.1196
C -1.8650 -1.2871 0.0248
C -1.2911 -2.5594 0.8356
C -2.3131 -3.6905 0.9960
C -2.9330 -4.0181 -0.3622
C -3.5390 -2.8277 -1.2394
N -2.5847 -1.7101 -1.1783
O -3.0175 -0.5961 -1.9306
C -3.5915 -3.2844 -2.6934
C -4.9804 -2.5020 -0.6640
C -0.6204 -0.4814 -0.3125
H -2.7646 0.5683 0.8290
H -2.2633 -0.6156 2.1263
H -3.6413 -0.9422 1.1837
H -0.4503 -3.0239 0.3206
H -0.9575 -2.2558 1.8279
H -3.1032 -3.3454 1.6629
H -1.7935 -4.5651 1.3875
H -3.6946 -4.7621 -0.1290
H -2.1502 -4.5102 -0.9392
H -4.3424 -2.6765 -3.1981
H -2.6119 -3.1487 -3.1517
H -3.8572 -4.3339 -2.8205
H -4.9423 -2.4704 0.4249
H -5.2535 -1.5246 -1.0618
H -5.7485 -3.1985 -0.9999
H 0.0844 -1.0876 -0.8817
H 0.0255 -0.2807 0.5423
H -0.7426 0.4612 -0.8461
H -2.3188 -0.4176 -2.5643
C 0.0780 3.5215 6.1318
C 1.1617 2.8927 5.2415
C 1.1590 1.3001 5.2659
C 0.1117 0.4757 4.4955
C 0.1558 1.0586 3.0789
C 0.0918 2.6797 2.9293
N 1.1226 3.2894 3.8002
O 1.3540 4.6308 3.6174
C 0.6580 2.7373 1.5189
C -1.3259 3.2699 3.2337
C 2.5676 3.2824 5.8101
H 0.3638 4.5728 6.1637
H 0.1540 3.1470 7.1526
H -0.8582 3.2391 5.6501
H 2.1237 0.8719 4.9935
H 1.0792 1.1251 6.3388
H -0.9132 0.5021 4.8655
H 0.4159 -0.5709 4.5095
H -0.6865 0.6665 2.5090
H 1.0182 0.6091 2.5867
H 1.7241 2.5137 1.4803
H 0.1148 2.1068 0.8151
H 0.7305 3.7170 1.0465
H -1.2433 4.2497 3.7040
H -1.8400 3.5010 2.3007
H -1.9925 2.7388 3.9131
H 3.3542 3.1212 5.0729
H 2.9303 2.6490 6.6197
H 2.6361 4.3297 6.1044
H 2.2318 4.6498 3.2292
C 4.8968 0.6442 2.3523
C 5.0299 0.0953 0.8723
C 3.9722 -1.0316 0.8238
C 3.6846 -1.3365 -0.6779
C 3.1053 -0.1459 -1.3299
C 3.9537 1.1043 -1.2707
N 4.6236 1.2656 0.0168
O 5.3916 2.4377 0.0941
C 4.8481 0.9614 -2.4967
C 3.0142 2.3461 -1.5090
C 6.4213 -0.4263 0.5517
H 5.0885 -0.0543 3.1669
H 3.9242 1.1284 2.4402
H 5.5144 1.5316 2.4909
H 4.4300 -1.9046 1.2889
H 3.0009 -0.8168 1.2693
H 3.0303 -2.2082 -0.6628
H 4.5748 -1.6939 -1.1953
H 2.2739 -0.1445 -0.6250
H 2.7458 -0.5126 -2.2914
H 4.1474 0.6432 -3.2687
H 5.3966 1.8949 -2.6226
H 5.5831 0.1843 -2.2871
H 2.4096 2.2858 -2.4141
H 2.2410 2.5594 -0.7710
H 3.6430 3.2335 -1.4379
H 7.0003 -0.6526 1.4471
H 7.1193 0.2736 0.0924
H 6.4387 -1.3551 -0.0185
H 6.1169 2.2010 -0.4885
C -1.5999 -3.1334 5.2920
C -0.7702 -4.0694 6.2079
C -0.9380 -5.5343 5.9067
C -0.2242 -6.1374 4.6710
C 1.2583 -5.7326 4.8066
C 1.5384 -4.1977 4.9625
N 0.7175 -3.7292 6.0989
O 1.0764 -2.4890 6.4804
C 3.0735 -4.0958 5.2157
C 1.2142 -3.4636 3.5617
C -1.1653 -3.7912 7.6219
H -1.2377 -3.1576 4.2643
H -1.4138 -2.0726 5.4595
H -2.6715 -3.3271 5.2443
H -0.5690 -6.2023 6.6849
H -1.9871 -5.8262 5.8587
H -0.7822 -5.7746 3.8078
H -0.1777 -7.2098 4.8605
H 1.7408 -6.1335 3.9152
H 1.7105 -6.2818 5.6324
H 3.2706 -3.0240 5.2385
H 3.3897 -4.5581 6.1507
H 3.7139 -4.5602 4.4658
H 2.1541 -3.4735 3.0097
H 0.3914 -3.8860 2.9849
H 0.8277 -2.4635 3.7578
H -0.4560 -4.2492 8.3113
H -2.0878 -4.2199 8.0135
H -1.1147 -2.7324 7.8755
H 1.6594 -2.6618 7.2234

---

No. 2
DFT (wB97M-V/def2-TZVPD) results for a structure of composition C55H131N8O16V at a distorted geometry.

**LUMO energy**: -2.94 eV
**Highest occupied orbital energy**: -7.576 eV
**Relative energy (zero: lowest compared OMol25 entry of this formula, charge and spin)**: 109.1 kcal per mole

Atoms and positions in Å:
O -14.6834 -24.8950 17.7640
V -13.7679 -25.4612 16.5572
O -13.8514 -27.0549 16.4502
C -15.0929 -24.0844 12.3049
C -15.3367 -24.9776 13.5809
C -15.5381 -26.4177 13.1927
O -14.2941 -24.8572 14.5068
H -14.8635 -23.0359 12.4950
H -15.9588 -23.9870 11.6500
H -14.3030 -24.4524 11.6501
H -16.3251 -24.7450 13.9769
H -15.7469 -27.0744 14.0373
H -14.7397 -26.8415 12.5835
H -16.3654 -26.4698 12.4850
C -10.4018 -25.4793 11.0592
C -11.5940 -25.6751 12.0635
C -11.2519 -26.9005 13.0367
O -10.1826 -26.4976 13.8897
C -10.0940 -27.2556 15.1202
N -11.8584 -24.4177 12.7213
H -9.4361 -25.4978 11.5643
H -10.5670 -24.5837 10.4602
H -10.2302 -26.2616 10.3197
H -12.4413 -25.9319 11.4276
H -10.8459 -27.7308 12.4589
H -12.1371 -27.1364 13.6273
H -11.0324 -27.2432 15.6745
H -9.3490 -26.8958 15.8298
H -9.9120 -28.3170 14.9516
H -11.1744 -24.4664 13.4628
H -12.7448 -24.6009 13.1694
C -14.1651 -21.0324 18.1889
O -13.0145 -21.2141 17.3903
C -13.3823 -21.8763 16.1120
C -12.0730 -22.1466 15.2894
N -10.8488 -21.8593 16.0768
C -9.7876 -22.5587 15.3822
C -8.4647 -22.2786 16.0998
O -8.4149 -20.8968 16.4756
C -7.0925 -20.5742 16.9043
H -14.9347 -20.4390 17.6952
H -13.9842 -20.5473 19.1481
H -14.5522 -22.0156 18.4563
H -14.1596 -21.2839 15.6292
H -13.8545 -22.8265 16.3616
H -12.1187 -21.5841 14.3568
H -12.1446 -23.1717 14.9258
H -10.9295 -22.4110 16.9190
H -9.8015 -22.3460 14.3132
H -9.8428 -23.6267 15.5931
H -7.7284 -22.4389 15.3122
H -8.3361 -22.9372 16.9588
H -6.3939 -20.7497 16.0862
H -6.6469 -21.3021 17.5823
H -7.0520 -19.5690 17.3240
C -21.1197 -21.0050 13.9057
O -20.1982 -21.2065 12.8385
C -19.6094 -22.5108 12.8456
C -19.0490 -22.7946 11.5021
N -20.1470 -22.8101 10.4519
C -19.5836 -23.0525 9.1177
C -19.1086 -24.4898 8.9680
O -17.6911 -24.5316 9.1847
C -17.1265 -25.8394 9.3236
H -21.7432 -20.1198 13.7798
H -20.7259 -21.0436 14.9213
H -21.7693 -21.8797 13.9367
H -20.4203 -23.2058 13.0635
H -18.9986 -22.7644 13.7121
H -18.5469 -23.7616 11.5326
H -18.3244 -22.0165 11.2623
H -20.6602 -21.9407 10.4820
H -18.7029 -22.4384 8.9296
H -20.2653 -22.7706 8.3153
H -19.2749 -24.8392 7.9490
H -19.5560 -25.2075 9.6556
H -17.6486 -26.4803 8.6131
H -17.3379 -26.1392 10.3500
H -16.0884 -25.9095 8.9989
C -12.2218 -21.4802 11.4154
O -11.6345 -20.6877 10.3945
C -10.6559 -21.3384 9.5683
C -9.2523 -21.6759 10.1431
N -8.6817 -20.4562 10.8590
C -8.0221 -19.5662 9.9110
C -6.9411 -20.1489 8.9660
O -6.4351 -19.1546 8.1289
C -5.3271 -19.5521 7.3218
H -12.8026 -20.7604 11.9921
H -11.4576 -21.8360 12.1065
H -12.9257 -22.1933 10.9864
H -10.5235 -20.6594 8.7259
H -11.1312 -22.2033 9.1055
H -8.5996 -22.2293 9.4680
H -9.3979 -22.4120 10.9337
H -9.4165 -19.9073 11.2819
H -7.6855 -18.7209 10.5112
H -8.6365 -19.0307 9.1874
H -7.3180 -20.9491 8.3290
H -6.1705 -20.5341 9.6338
H -4.4405 -19.8638 7.8739
H -5.0945 -18.7235 6.6529
H -5.7797 -20.3951 6.7997
C -19.2526 -26.9902 13.0377
O -20.3037 -26.7083 12.1213
C -21.4916 -26.1255 12.7059
C -22.4530 -25.8546 11.5613
N -23.7463 -25.3239 12.0458
C -24.6345 -26.2329 12.7567
C -26.0227 -25.5961 13.0660
O -26.7435 -26.7066 13.6776
C -28.1240 -26.3782 13.7380
H -18.7924 -26.1265 13.5175
H -18.5115 -27.5433 12.4605
H -19.6293 -27.6323 13.8339
H -21.3992 -25.2038 13.2804
H -21.9131 -26.8824 13.3674
H -22.5735 -26.7564 10.9609
H -22.0252 -25.1802 10.8194
H -24.2905 -24.7996 11.3757
H -24.1391 -26.5031 13.6892
H -24.7424 -27.0274 12.0183
H -26.4486 -25.3286 12.0989
H -25.9434 -24.7528 13.7520
H -28.3945 -25.5187 14.3512
H -28.8107 -27.1671 14.0448
H -28.4400 -26.0760 12.7395
C -11.3848 -34.3207 9.9441
O -12.5444 -33.6120 9.4484
C -13.7668 -34.1954 10.0366
C -14.9998 -33.7114 9.2383
N -16.2365 -33.9497 10.0084
C -17.2649 -32.9991 9.6162
C -16.9705 -31.5254 9.8429
O -16.4378 -31.1541 11.0808
C -16.3076 -29.7255 11.2186
H -11.2709 -34.2665 11.0268
H -10.4906 -33.9016 9.4828
H -11.5018 -35.4011 9.8606
H -13.9311 -33.9155 11.0772
H -13.8377 -35.2830 10.0270
H -15.0024 -34.1822 8.2552
H -14.7875 -32.6615 9.0368
H -16.0099 -33.7118 10.9635
H -18.2016 -33.3594 10.0415
H -17.5490 -33.0509 8.5652
H -17.8715 -30.9807 9.5608
H -16.1976 -31.3018 9.1075
H -15.3838 -29.4002 11.6970
H -17.1573 -29.3714 11.8022
H -16.1367 -29.2556 10.2500
C -18.9985 -16.4815 11.2098
C -17.6995 -16.9636 11.9029
C -18.1038 -17.6061 13.2738
C -17.1945 -18.5725 13.9485
C -16.5980 -19.5761 12.9851
C -16.0736 -19.0284 11.6311
N -16.9622 -17.9859 11.1075
O -16.7566 -17.6572 9.7877
C -14.6867 -18.4051 11.9364
C -15.8956 -20.2325 10.6661
C -16.8428 -15.7392 12.1350
H -19.5577 -15.8196 11.8710
H -19.5573 -17.3823 10.9559
H -18.8428 -15.8635 10.3254
H -18.2583 -16.6907 13.8450
H -19.0596 -18.1030 13.1074
H -17.5280 -19.0405 14.8747
H -16.4409 -17.9216 14.3917
H -17.4100 -20.2525 12.7182
H -15.7552 -19.9941 13.5357
H -14.0044 -19.2426 12.0820
H -14.3735 -17.8216 11.0707
H -14.6435 -17.7959 12.8392
H -14.9721 -20.1919 10.0884
H -15.8813 -21.2121 11.1440
H -16.6913 -20.1642 9.9243
H -17.4671 -14.9566 12.5658
H -16.2794 -15.3182 11.3023
H -16.0626 -16.0195 12.8427
H -17.5498 -18.0055 9.3741
C -12.6739 -30.2788 16.6842
C -13.8343 -30.7181 15.7981
C -13.8440 -29.8292 14.4946
C -12.7814 -30.2601 13.4598
C -12.9072 -31.8290 13.1897
C -12.8558 -32.6684 14.4551
N -13.7819 -32.1571 15.4988
O -13.7536 -32.9874 16.6788
C -13.3428 -34.1299 14.0619
C -11.3471 -32.7412 14.8960
C -15.1661 -30.3675 16.5364
H -12.6835 -31.0318 17.4721
H -12.9172 -29.4012 17.2832
H -11.7770 -30.1941 16.0705
H -14.8072 -29.9871 14.0095
H -13.6586 -28.7900 14.7662
H -11.7552 -30.0138 13.7323
H -13.0130 -29.7031 12.5520
H -12.0473 -32.0141 12.5458
H -13.8807 -32.0061 12.7325
H -13.1683 -34.9398 14.7702
H -14.4218 -34.2484 13.9626
H -12.8759 -34.5021 13.1500
H -10.9230 -31.7386 14.8421
H -11.2655 -33.1028 15.9210
H -10.7241 -33.3235 14.2172
H -15.2046 -29.2786 16.5689
H -15.1532 -30.7436 17.5593
H -15.9993 -30.7331 15.9362
H -14.4909 -33.5900 16.5569

---

For each record above, in turn, the calculated electronic energy values are -3021.1388; -4759.4558 hartree.